12
Properties=species:S:1:pos:R:3:forces:R:3:mulliken_spin:R:1 method="wB97M-V/def2-TZVPD" fmax_ev_per_a=6.5 spin_multiplicity=2 charge=+1 lumo_ev="-5.2 / -10.0" e_homo_ev="-14.700 / -14.647" relative_energy_kcal_mol=45.0
O -1.88575 0.77183 0.25334 -0.1 -0.3 -0.1 0.82
O 1.80758 -0.39139 -0.52080 -1.4 -1.1 -3.0 0.01
N 0.27530 1.24759 1.06622 -6.3 1.2 1.0 0.13
N 0.02177 -1.84140 -0.76914 2.3 2.1 2.6 0.02
C -1.12753 1.35031 1.03257 5.0 -0.8 -0.2 -0.05
C 1.06148 -1.02090 -1.30725 -1.8 -1.3 2.1 0.00
H 0.89631 -1.19431 -2.45795 1.6 1.2 1.6 0.00
H -0.12158 -1.79695 0.31587 0.3 -0.3 -2.9 0.00
H 0.60819 2.03788 1.59917 1.1 -0.3 -0.1 -0.01
H -0.76149 -1.86254 -1.36316 -1.3 -0.6 -0.5 0.00
H 0.69124 0.69991 0.35644 1.9 -0.8 -1.2 0.00
H -1.46552 1.99997 1.79470 -1.3 0.9 0.8 0.06

---

10
Properties=species:S:1:pos:R:3:forces:R:3:mulliken_charge:R:1 method="wB97M-V/def2-TZVPD" fmax_ev_per_a=4.4 spin_multiplicity=1 lumo_ev="0.8 / 0.8" e_homo_ev="-8.358 / -8.358" relative_energy_kcal_mol=62.8
O -0.30894 -1.50712 -0.66064 -0.9 0.8 0.4 -0.39
N 1.12725 0.58399 0.33862 -2.2 -1.2 -0.4 -0.52
C -0.56506 -0.43838 -0.24148 4.4 -0.4 -0.4 0.72
C -1.64575 0.46220 0.02138 -1.0 0.2 1.9 -1.00
C 2.07586 -0.21105 0.13683 -1.2 0.3 0.3 -0.29
H -1.86801 1.01112 -0.83193 -0.5 0.6 -2.1 0.29
H 1.93346 -1.11480 -0.41924 -0.1 -1.0 -0.5 0.22
H 3.03238 -0.09471 0.60230 0.8 0.5 0.1 0.28
H -2.59824 0.07302 0.44479 0.9 -0.1 -0.2 0.32
H -1.18294 1.23573 0.60937 -0.2 0.2 0.9 0.37

---

93
Properties=species:S:1:pos:R:3:forces:R:3:mulliken_charge:R:1 method="wB97M-V/def2-TZVPD" fmax_ev_per_a=2.3 spin_multiplicity=1 charge=-2 lumo_ev="2.1 / 1.7" e_homo_ev="-3.244 / -3.242" relative_energy_kcal_mol=0.0
Tl -0.77522 0.28208 1.48340 0.8 0.6 0.6 0.82
Se -4.89959 -2.49845 2.34673 -0.7 -0.3 0.2 -0.25
Se -2.48987 5.25552 -1.42277 0.2 0.1 -0.2 0.29
S -2.58324 4.43649 4.02285 0.0 -0.1 0.0 -0.17
S -0.11854 2.93993 0.76533 -0.2 0.2 0.3 -0.11
S -0.31947 -1.37771 3.98162 -0.3 0.0 0.2 -0.48
S -0.33906 5.38385 2.40510 0.0 -0.1 0.0 -0.11
S -2.74129 1.80787 2.67642 1.8 -0.8 1.2 -0.17
S 1.52174 -0.61914 -1.71714 -0.1 0.0 -0.1 -0.38
P 2.25217 -0.58582 0.10682 0.2 0.3 0.6 2.24
P 0.76496 -1.98919 2.43005 0.7 0.1 0.4 0.60
F -2.13779 4.45319 -4.26439 0.0 -0.1 0.0 -0.38
F -2.95208 4.09439 -6.73104 0.0 0.0 0.0 -0.35
F -3.05870 -0.06990 -3.27782 0.0 0.0 0.0 -0.25
F -3.87361 -0.44993 -5.72306 0.0 0.0 0.0 -0.35
O -1.44806 6.79708 4.33743 0.0 -0.1 -0.1 -0.63
N -3.51464 5.29051 0.02655 -0.1 0.7 0.1 -0.91
N -1.36819 0.33983 -0.86878 0.3 -0.1 -0.5 -0.22
N -3.82072 3.35001 -9.59406 0.0 0.0 0.0 -0.72
N -4.42648 -0.72243 -8.76952 0.0 0.0 0.0 -0.70
N 0.49551 3.53589 -2.68360 0.0 -0.1 -0.1 -0.64
N -3.69611 1.72839 -0.23671 -0.9 -0.3 0.2 -0.14
N -2.65854 3.40778 -1.47478 0.2 -0.2 -0.1 0.09
N -2.56517 -1.03368 1.37916 -0.6 -0.3 0.0 -0.56
C 4.09895 2.85838 1.38921 0.0 0.0 0.1 -0.74
C 4.06861 -2.72272 4.64919 0.0 0.0 0.0 -0.72
C 1.28714 -0.54434 1.59137 -0.9 -0.8 -0.8 -1.09
C -0.47167 -3.11200 0.17464 0.1 -0.1 0.0 0.35
C -5.01714 2.44406 1.68346 -0.3 -0.2 -0.2 -0.81
C -2.50523 2.19912 -3.67447 0.0 -0.2 0.1 -0.56
C -4.12147 0.27543 -8.27312 0.0 0.0 0.0 0.17
C -2.54125 3.21598 -4.62703 0.1 0.0 0.1 0.10
C 5.40335 -2.96262 1.25932 0.0 0.0 0.0 -0.66
C 4.32145 -4.07960 4.47883 0.0 -0.1 0.0 -0.57
C -0.68226 -4.35601 2.22687 0.0 0.0 -0.1 -0.68
C 3.02499 -2.12381 3.96734 0.0 -0.1 0.0 -0.74
C -3.38104 1.77067 -6.40781 0.1 0.0 0.0 0.50
C 3.11406 -3.18954 -0.29081 0.1 0.0 0.0 -0.41
C -1.24333 -4.06560 -0.47789 0.0 0.0 0.0 -1.04
C 3.41303 -1.98041 0.33136 -0.1 0.0 -0.1 -0.38
C -1.71868 -5.16593 0.21565 0.0 0.0 0.0 -0.64
C 3.53555 -4.82333 3.61506 0.0 0.0 0.0 -0.70
C -3.76509 2.56631 -8.74626 -0.1 0.1 0.0 0.10
C 5.12913 2.19260 -0.67789 0.0 0.0 0.0 -0.69
C -0.92824 3.77582 2.01935 0.7 0.1 -0.7 0.03
C 3.34468 0.87247 0.26310 0.0 0.0 -0.2 -0.17
C 2.48694 -4.22273 2.92593 0.0 0.1 0.0 -0.40
C -3.42918 2.98769 -0.44418 -0.3 0.3 0.2 0.99
C 3.25109 1.75790 1.32738 0.1 0.0 0.0 -0.08
C 4.56044 -1.87064 1.10996 0.0 -0.1 0.0 -0.18
C -4.75848 3.75224 1.46446 -0.3 0.7 -0.7 -0.60
C 5.10465 -4.16487 0.63422 0.0 0.0 0.0 -0.46
C -2.98094 0.96523 -4.11878 -0.1 0.1 0.0 0.20
C -3.40474 0.76867 -5.41293 0.0 0.1 0.0 0.05
C -3.49487 -1.61578 1.78070 0.9 0.3 -0.3 0.10
C 4.27978 1.10152 -0.74674 0.0 0.1 0.0 -0.69
C 5.04032 3.07241 0.39594 0.0 0.0 0.0 -0.44
C -2.95861 3.02695 -5.91620 0.0 0.0 0.0 -0.09
C -3.74566 1.54486 -7.76147 -0.1 0.0 -0.1 0.25
C -1.97441 3.33525 2.78377 -1.1 -0.6 0.2 0.16
C -1.66179 1.25145 -1.48848 0.2 -0.4 -0.6 -1.32
C -0.51780 3.03108 -2.50330 -0.1 0.2 0.0 -0.60
C -1.88030 2.46040 -2.31200 -0.1 0.3 0.1 4.07
C -3.89649 4.09596 0.36848 -0.3 -0.6 0.4 0.67
C -0.17647 -3.26224 1.52271 0.1 0.1 0.0 0.74
C -4.39261 1.42531 0.88021 -0.3 1.1 -0.8 -0.87
C -1.45977 5.75919 3.72303 0.0 0.1 0.0 0.64
C 2.22217 -2.87165 3.10319 -0.1 0.0 0.2 0.96
C -1.44000 -5.30998 1.57014 0.0 0.0 0.1 -0.80
C 3.95518 -4.28077 -0.13482 0.0 0.0 0.0 -0.83
H 6.29505 -2.87431 1.86822 0.0 0.0 0.0 0.41
H 5.69881 3.93153 0.44698 0.0 0.0 0.0 0.37
H -1.83220 -6.15713 2.11929 0.0 0.0 0.0 0.38
H 4.68012 -2.13902 5.32686 0.0 0.0 0.0 0.40
H 5.85395 2.36590 -1.46402 0.0 0.0 0.0 0.39
H -5.17791 4.53334 2.08270 0.0 0.0 0.0 0.48
H 2.79665 -1.07305 4.10267 0.0 0.0 0.0 0.35
H 5.76766 -5.01365 0.75378 0.0 0.0 0.0 0.38
H -2.31970 -5.90997 -0.29270 0.0 0.0 0.0 0.38
H 4.78782 -0.93169 1.59991 0.0 0.0 0.0 0.43
H -0.10487 -2.25294 -0.37668 0.0 0.0 0.0 0.18
H 5.12948 -4.55624 5.02139 0.0 0.0 0.0 0.37
H 3.71563 -5.22212 -0.61461 0.0 0.0 0.0 0.40
H -4.70005 0.39079 0.96656 0.2 0.0 0.3 0.69
H 2.51510 1.57881 2.10017 0.0 0.0 0.0 0.49
H 3.73060 -5.88038 3.47764 0.0 0.0 0.0 0.41
H 1.87932 -4.81138 2.25211 0.0 0.0 0.0 0.40
H -5.65219 2.13859 2.50398 0.0 -0.1 0.0 0.36
H 4.31933 0.42253 -1.59004 0.0 0.0 0.0 0.37
H -0.49371 -4.43243 3.29090 0.0 0.0 0.0 0.45
H 2.22627 -3.25701 -0.90780 0.0 0.0 0.0 0.40
H -1.47890 -3.93710 -1.52697 0.0 0.0 0.0 0.48
H 4.02168 3.54794 2.22125 0.0 0.0 0.0 0.42

---

14
Properties=species:S:1:pos:R:3:forces:R:3:mulliken_charge:R:1 method="wB97M-V/def2-TZVPD" fmax_ev_per_a=7.0 spin_multiplicity=1 lumo_ev=0.5 e_homo_ev=-8.452 relative_energy_kcal_mol=112.2
N 1.80648 1.45841 -0.26170 -3.6 -0.4 2.8 -0.74
N 2.06300 -1.36751 -0.09066 3.2 0.2 1.7 -0.73
N -2.61818 -0.13068 -0.02464 -0.1 -2.3 0.1 -0.50
N -0.48342 0.89552 0.20113 -5.4 -0.3 0.8 -0.36
N -0.36584 -1.36395 -0.30738 0.0 1.7 2.7 -0.53
N 0.86179 -0.69803 0.26207 2.7 -6.1 -1.7 0.44
C 0.85700 0.57543 0.11501 0.8 6.8 -1.7 0.46
C -1.16363 -0.39978 0.00768 -2.1 3.9 -1.3 0.21
H 2.87729 -0.50383 -0.69990 -3.2 -3.2 3.1 0.36
H 2.48395 -1.96334 1.02077 -1.2 3.0 -4.6 0.27
H -1.22007 1.81047 0.35282 3.6 -3.4 -0.5 0.36
H 1.16268 2.29951 0.04493 2.4 -0.9 -1.4 0.23
H -2.95168 0.29043 -0.91126 0.6 -0.6 0.8 0.25
H -3.30937 -0.90265 0.29112 2.1 1.5 -0.9 0.27